{
  "formula": "C17H20AsClNO4Re",
  "method": "ωB97M-V/def2-TZVPD",
  "species": ["C", "H", "H", "H", "Re", "C", "C", "H", "C", "C", "O", "H", "N", "C", "H", "As", "C", "C", "H", "O", "H", "C", "H", "C", "H", "C", "O", "H", "H", "H", "C", "C", "H", "H", "C", "Cl", "H", "O", "H", "C", "C", "H", "H", "H", "C"],
  "coordinates": [[1.3344, 0.7466, 2.0619], [0.1616, -4.2677, -0.3542], [-0.7674, -3.8813, 1.1246], [-1.4825, -4.9082, -0.1356], [-0.0514, -0.5359, -0.2917], [3.6832, 1.0497, 2.3725], [0.3696, 2.7005, -0.9179], [-0.1193, 1.5746, 4.0558], [3.9219, 0.4456, 1.1363], [-0.7066, 1.8068, -1.1200], [3.9075, -0.9696, -1.4461], [-3.5095, -2.0779, 0.7380], [1.5770, 0.2015, 0.8672], [2.8176, 0.0228, 0.4106], [-3.8265, -3.4542, -0.3573], [-1.5949, -2.5249, -0.8483], [-0.1433, 0.6909, 2.3441], [0.2149, 3.8267, -0.1363], [-3.9846, -1.7828, -0.9594], [-0.7027, 1.1483, 3.4055], [-3.0592, 3.4340, 0.7479], [2.3815, 1.1944, 2.8558], [4.5177, 1.3880, 2.9724], [2.7817, -0.7235, -0.8877], [3.8369, -1.4740, -2.2822], [-1.0216, 4.0848, 0.4672], [-0.8738, 0.1395, 1.4901], [-1.1572, 4.9823, 1.0560], [1.3035, 2.5226, -1.4358], [-2.2014, -3.8748, -2.8416], [-3.4353, -2.4372, -0.2861], [-1.6177, -2.9577, -2.7266], [0.3626, 0.6510, -2.5871], [1.0283, 4.5295, -0.0249], [-0.5318, 0.6275, -1.9638], [-3.2775, 1.0277, -0.7271], [4.9271, 0.3007, 0.7629], [1.6727, -1.0774, -1.3556], [-2.0941, -2.1549, -3.2875], [-2.0995, 3.2225, 0.2961], [-1.9351, 2.0974, -0.4916], [-0.6040, -3.1219, -3.0892], [-1.3959, 0.2271, -2.4928], [2.2196, 1.6346, 3.8309], [-0.8266, -4.0539, 0.0507]],
  "spin_multiplicity": 4,
  "homo_lumo_gap_ev": [6.360, 6.470],
  "charge": 3,
  "e_lumo_ev": [-11.666, -11.732],
  "total_energy_ha": -3788.7369
}

=====

{
  "formula": "C3H5N2O2S",
  "method": "ωB97M-V/def2-TZVPD",
  "species": ["H", "C", "H", "O", "H", "N", "H", "C", "S", "C", "N", "O", "H"],
  "coordinates": [[1.8538, -0.0306, 1.2381], [0.7582, 0.0655, 1.2157], [0.5326, -2.1688, 0.8333], [-1.5722, -0.0818, -2.6477], [-0.2923, -1.4337, 2.2713], [-0.9114, 0.7700, -2.1612], [0.3458, 0.7457, 2.0368], [-0.0484, -1.2341, 1.1978], [-1.4637, -0.8612, 0.0122], [-0.4479, 0.3021, -0.7657], [0.6007, 0.7427, -0.0747], [-0.6031, 1.8783, -2.4808], [1.2480, 1.3059, -0.6749]],
  "homo_lumo_gap_ev": 9.026,
  "charge": 1,
  "e_lumo_ev": -6.132,
  "e_above_lowest_kcal_mol": 53.8,
  "total_energy_ha": -775.0820
}

=====

{
  "formula": "C5H13N2",
  "method": "ωB97M-V/def2-TZVPD",
  "species": ["H", "N", "H", "N", "H", "H", "H", "H", "H", "H", "H", "C", "C", "H", "C", "C", "H", "C", "H", "H"],
  "coordinates": [[3.6957, 0.4489, 1.0463], [2.6841, 0.4709, 1.0861], [2.2873, 1.4802, -0.8784], [-1.5531, -0.5468, 0.8647], [-0.0814, -2.0585, -1.4641], [2.2207, 0.4352, 1.9790], [-1.8498, -1.4834, 0.9542], [-3.4344, -0.7147, -0.0569], [-2.2301, -0.0198, -1.1106], [0.2781, 1.3061, 1.2808], [-3.0651, 0.9375, 0.1818], [-0.1788, -0.9806, -1.2676], [-2.6416, -0.0364, -0.1374], [-0.0614, 1.6196, -0.5074], [-0.2895, -0.4851, 0.0774], [1.8767, 0.5928, -0.1471], [1.8142, -0.3304, -0.6716], [0.4109, 0.9193, 0.2505], [0.3814, -1.2561, 0.5750], [-0.2640, -0.2987, -2.0547]],
  "homo_lumo_gap_ev": 5.566,
  "charge": 1,
  "e_lumo_ev": -7.625,
  "e_above_lowest_kcal_mol": 151.2,
  "total_energy_ha": -307.3806
}

=====

{
  "formula": "C9H76NO30",
  "method": "ωB97M-V/def2-TZVPD",
  "species": ["O", "O", "O", "H", "C", "H", "O", "H", "H", "H", "O", "H", "H", "H", "O", "O", "H", "O", "H", "O", "C", "H", "H", "C", "H", "H", "O", "O", "H", "O", "H", "C", "H", "O", "H", "H", "O", "H", "H", "O", "H", "H", "H", "H", "H", "H", "H", "O", "H", "H", "O", "H", "H", "C", "H", "H", "O", "C", "H", "H", "H", "H", "H", "O", "H", "H", "O", "H", "H", "O", "H", "H", "H", "H", "H", "C", "O", "C", "H", "H", "O", "H", "H", "O", "H", "H", "H", "C", "O", "H", "H", "O", "O", "O", "H", "H", "H", "H", "H", "H", "H", "O", "H", "H", "H", "H", "H", "H", "N", "H", "H", "H", "O", "H", "H", "H"],
  "coordinates": [[-24.5604, -30.4004, 29.5187], [-26.3733, -31.5585, 27.2521], [-26.0876, -28.5474, 34.9523], [-28.8678, -31.6419, 28.9034], [-26.4722, -28.9637, 31.2659], [-24.3468, -29.9190, 32.4726], [-24.3780, -23.2241, 32.4162], [-19.6002, -30.9192, 32.8870], [-25.1540, -25.8803, 34.5770], [-23.1106, -28.7543, 32.0366], [-26.9384, -24.4693, 28.2351], [-24.1572, -24.0632, 32.8204], [-29.6121, -31.4505, 32.2929], [-22.9751, -26.1772, 28.5269], [-24.4805, -25.2634, 34.2905], [-22.3943, -24.5015, 26.1924], [-23.8154, -23.1746, 31.6433], [-18.3594, -28.2081, 27.6514], [-26.4432, -32.2791, 34.0286], [-20.9104, -24.6279, 31.0792], [-23.9734, -26.2691, 30.3711], [-17.4452, -28.3337, 27.9056], [-21.5335, -27.8160, 30.0583], [-23.4140, -28.2362, 28.8998], [-25.3293, -26.6421, 31.9020], [-20.9693, -27.2478, 25.0809], [-25.4306, -33.2069, 32.5614], [-25.8728, -32.9848, 29.7813], [-22.6379, -28.0007, 26.8948], [-26.9075, -27.2137, 27.6273], [-24.4931, -26.0496, 24.3949], [-25.0350, -28.4943, 30.9776], [-18.4424, -25.6658, 29.4919], [-26.6502, -28.6694, 25.2728], [-23.1399, -30.4005, 34.9578], [-20.9851, -27.6321, 26.5452], [-28.7470, -26.1037, 32.6479], [-24.1487, -25.2123, 30.5726], [-25.6469, -33.2962, 31.6332], [-22.7868, -31.6967, 33.8416], [-27.5544, -28.5504, 24.9820], [-22.5024, -25.9587, 33.2701], [-24.2053, -24.8190, 35.0924], [-21.3377, -26.5918, 34.0014], [-28.3081, -26.0968, 31.7972], [-20.3232, -25.0918, 30.4823], [-23.5154, -32.3104, 24.4292], [-20.7798, -26.9069, 25.9551], [-26.1404, -26.6305, 30.4376], [-26.6743, -29.4580, 25.8149], [-29.7172, -28.7543, 33.8545], [-22.8350, -31.4401, 32.9207], [-24.7854, -32.5005, 32.5906], [-25.2115, -26.9939, 30.8771], [-26.6280, -33.1414, 29.2144], [-21.8533, -25.2910, 26.1778], [-28.8610, -32.2618, 29.6327], [-23.4703, -28.5152, 27.3749], [-24.4631, -28.2763, 33.0801], [-26.5326, -29.9556, 31.7139], [-20.4196, -29.6491, 32.9722], [-22.2643, -32.4988, 33.8401], [-26.9871, -28.9583, 30.3052], [-23.2154, -29.5889, 35.4596], [-26.8152, -29.1044, 34.6756], [-30.5622, -28.8281, 33.4109], [-22.3446, -22.4885, 29.7455], [-26.7557, -23.4707, 31.2667], [-21.7990, -21.8016, 30.1284], [-22.9698, -32.2412, 27.3005], [-21.3089, -28.7096, 28.6241], [-26.4015, -27.8768, 28.0969], [-23.1200, -30.9052, 30.8055], [-26.9368, -25.3913, 27.9781], [-25.3691, -27.1013, 25.0417], [-23.7993, -26.7462, 28.9570], [-27.2169, -24.2014, 30.8548], [-22.0429, -28.5281, 29.4091], [-28.9049, -25.1802, 32.8440], [-23.2587, -24.7975, 25.9069], [-19.2405, -26.1703, 29.6493], [-18.6996, -29.0949, 27.5329], [-22.0599, -23.2919, 30.1811], [-26.8233, -31.4368, 34.2782], [-22.0308, -29.5072, 29.8881], [-28.9845, -30.2371, 32.9451], [-27.4827, -31.2626, 33.6066], [-24.1796, -28.8735, 32.2135], [-19.7750, -30.1677, 33.4536], [-22.8304, -32.0543, 25.7548], [-26.7217, -27.3800, 26.7032], [-22.4352, -31.3821, 31.2744], [-22.7372, -31.9068, 24.8136], [-21.5538, -26.0780, 33.2232], [-27.1836, -31.0665, 27.3845], [-24.4030, -28.1633, 26.9342], [-24.6096, -26.4321, 28.2991], [-29.3507, -27.9290, 33.5371], [-23.0438, -26.4410, 30.9137], [-28.4731, -31.7736, 30.3590], [-25.7253, -31.1028, 27.7894], [-28.7668, -31.0786, 32.5443], [-22.4448, -32.6338, 27.9980], [-22.3297, -29.2261, 35.4640], [-25.5119, -32.1525, 29.4759], [-23.6151, -31.7035, 27.7596], [-21.1996, -25.2970, 31.6995], [-19.2478, -26.8304, 28.9562], [-24.5258, -28.9951, 29.6479], [-26.7538, -24.3426, 30.0291], [-26.2901, -24.0594, 27.6625], [-25.3041, -29.0618, 34.7577], [-25.3374, -26.1684, 24.8299], [-23.4898, -29.5746, 27.1195], [-27.0394, -28.2981, 31.9164], [-21.9282, -31.8126, 30.5860]],
  "spin_multiplicity": 2,
  "homo_lumo_gap_ev": [9.348, 7.835],
  "charge": 0,
  "e_lumo_ev": [-0.830, -2.343],
  "e_above_lowest_kcal_mol": 0.0,
  "total_energy_ha": -2700.3986
}